1.
{
  "formula": "C45H49N3P2RuSSi",
  "method": "ωB97M-V with the def2-TZVPD basis set",
  "charge": 2,
  "gap_ev": [4.045, 4.008],
  "total_energy_ha": -3373.2028,
  "multiplicity": 1,
  "species": ["Ru", "C", "S", "C", "C", "C", "N", "P", "C", "C", "C", "C", "C", "C", "C", "C", "C", "C", "C", "C", "P", "C", "C", "C", "C", "C", "C", "C", "C", "C", "C", "C", "C", "H", "H", "H", "H", "H", "H", "H", "H", "H", "H", "H", "H", "H", "H", "H", "H", "H", "H", "H", "H", "H", "H", "H", "H", "H", "H", "H", "H", "H", "C", "C", "C", "C", "C", "C", "N", "N", "Si", "C", "C", "C", "H", "H", "H", "H", "H", "H", "H", "H", "H", "H", "H", "H", "H", "H", "H", "C", "C", "C", "C", "C", "C", "C", "C", "H", "H", "H", "H", "H"],
  "positions_angstrom": [[-0.79479, -0.48456, 0.68554], [2.32265, 4.63953, -4.93288], [3.08647, 3.00855, -4.77230], [3.54971, 3.04709, -3.01273], [2.37056, 2.86306, -2.05944], [1.56412, 1.60291, -2.40611], [0.86113, 0.98337, -1.27040], [1.18693, -0.59105, -0.66792], [1.32939, -1.72867, -2.07480], [0.28815, -2.63984, -2.27321], [0.30101, -3.49595, -3.36207], [1.35413, -3.44499, -4.26334], [2.39462, -2.54633, -4.06923], [2.39553, -1.69664, -2.97494], [2.86116, -0.44262, 0.01170], [3.16488, 0.71678, 0.72739], [4.45291, 0.92787, 1.18613], [5.43561, -0.02705, 0.95580], [5.11802, -1.21332, 0.31076], [3.82978, -1.43213, -0.15275], [-0.63214, 1.49343, -0.59128], [-0.41352, 3.21785, -0.11301], [-0.62575, 4.28280, -0.98786], [-0.36702, 5.57593, -0.56513], [0.09614, 5.81095, 0.72386], [0.29930, 4.75246, 1.59903], [0.03842, 3.45652, 1.18487], [-1.79648, 1.48511, -1.98619], [-2.86839, 2.37528, -2.06216], [-3.78652, 2.26939, -3.09630], [-3.65634, 1.27075, -4.05087], [-2.58689, 0.38749, -3.98604], [-1.66326, 0.49272, -2.95931], [2.11023, 4.78170, -5.98929], [3.01754, 5.40619, -4.59516], [1.39311, 4.69149, -4.36685], [4.05176, 3.99535, -2.82164], [4.27215, 2.23790, -2.89293], [1.73584, 3.74409, -2.09111], [2.75606, 2.77680, -1.04080], [2.26099, 0.86076, -2.78996], [0.85565, 1.81177, -3.20963], [-0.52728, -2.67929, -1.55855], [-0.50470, -4.20411, -3.50542], [1.37477, -4.11732, -5.11059], [3.21849, -2.50793, -4.76926], [3.23509, -1.03420, -2.81920], [2.38541, 1.44482, 0.91848], [4.69628, 1.83455, 1.72424], [6.44854, 0.14961, 1.29221], [5.87905, -1.96844, 0.16508], [3.58567, -2.36772, -0.63876], [-0.98117, 4.09903, -1.99386], [-0.52845, 6.40431, -1.24229], [0.29168, 6.82499, 1.04562], [0.64662, 4.94238, 2.60578], [0.17185, 2.61804, 1.86108], [-2.98247, 3.15260, -1.31659], [-4.61259, 2.96721, -3.15158], [-4.37768, 1.19069, -4.85333], [-2.46077, -0.37288, -4.74606], [-0.81875, -0.18397, -2.93005], [-4.64657, 0.50260, 0.17491], [-4.13944, -0.88746, -0.00859], [-4.99034, -1.93628, -0.39802], [-4.51931, -3.23962, -0.41928], [-3.23516, -3.51863, 0.01655], [-2.42915, -2.43875, 0.39905], [-2.87577, -1.14858, 0.28501], [-1.18607, -2.45806, 0.92599], [-0.42680, -3.77691, 1.86126], [-0.53568, -5.42934, 0.96855], [-1.36860, -3.79478, 3.49070], [1.35246, -3.18995, 1.98999], [-5.08265, 0.88345, -0.74576], [-3.84235, 1.15601, 0.50218], [-5.42706, 0.49698, 0.93842], [-6.01864, -1.71473, -0.64814], [-5.16821, -4.04290, -0.74214], [-2.85768, -4.52890, 0.08263], [-1.44383, -5.97574, 1.22981], [0.31092, -6.04614, 1.27637], [-0.48996, -5.33409, -0.11842], [-2.27435, -4.39913, 3.40902], [-1.65786, -2.78979, 3.79718], [-0.74857, -4.22668, 4.27818], [1.85721, -3.28128, 1.02382], [1.92092, -3.78217, 2.70942], [1.39542, -2.14313, 2.29820], [-0.69007, -0.02036, 2.59392], [-0.61191, -0.11218, 3.81672], [-0.56175, -0.22596, 5.22187], [-1.32948, 0.63081, 6.02858], [-1.30484, 0.48357, 7.40045], [-0.51631, -0.50082, 7.98523], [0.24916, -1.35140, 7.19295], [0.22867, -1.22181, 5.81947], [-1.93296, 1.39573, 5.55910], [-1.89601, 1.14230, 8.02218], [-0.49089, -0.60209, 9.06172], [0.86048, -2.11428, 7.65576], [0.82058, -1.87459, 5.19075]],
  "forces_ev_per_angstrom": [[-1.98, -1.70, 1.53], [0.04, -0.24, 0.16], [0.11, 0.02, 0.03], [-0.31, 0.04, -0.29], [0.09, -0.19, 0.04], [0.20, 0.19, 0.06], [-0.39, -0.55, 0.29], [0.66, 1.86, -0.47], [-0.70, -0.35, 0.59], [-0.06, 0.06, 0.05], [-0.03, -0.03, -0.01], [0.00, -0.01, 0.02], [0.04, 0.05, 0.00], [0.09, 0.08, 0.04], [-0.45, -0.22, 0.31], [-0.05, 0.02, 0.02], [-0.01, 0.06, 0.03], [-0.03, 0.02, 0.02], [0.02, -0.07, -0.05], [-0.02, -0.08, 0.03], [0.75, 0.26, -0.20], [-0.15, -0.25, 0.19], [0.09, -0.03, 0.00], [0.00, 0.04, -0.04], [-0.01, -0.04, -0.04], [0.02, 0.05, 0.05], [-0.03, -0.05, -0.05], [-0.04, -0.06, 0.22], [-0.02, -0.07, 0.06], [-0.10, 0.05, 0.08], [0.07, 0.00, -0.02], [-0.01, -0.03, -0.05], [0.03, 0.03, 0.06], [-0.02, 0.04, 0.00], [-0.03, 0.06, -0.04], [-0.02, 0.10, -0.04], [0.10, -0.06, 0.08], [0.05, 0.03, 0.05], [-0.08, 0.09, 0.05], [-0.03, 0.04, 0.02], [-0.03, -0.07, -0.12], [-0.01, -0.09, 0.02], [0.01, -0.07, -0.09], [0.01, 0.01, 0.01], [-0.01, 0.02, -0.01], [0.00, -0.02, 0.01], [0.02, 0.04, -0.02], [0.07, 0.09, -0.04], [-0.03, 0.00, -0.01], [-0.01, -0.02, 0.03], [-0.03, 0.00, -0.02], [0.03, 0.02, -0.06], [0.06, 0.07, 0.00], [0.00, 0.00, 0.01], [0.00, 0.00, 0.02], [0.01, -0.01, 0.00], [0.00, 0.06, 0.05], [-0.07, -0.03, -0.02], [0.03, 0.00, -0.01], [0.01, 0.01, 0.00], [-0.02, 0.00, 0.02], [0.02, -0.05, -0.04], [0.01, 0.01, -0.04], [-0.75, 0.06, -0.73], [0.28, 0.43, 0.01], [0.04, 0.17, 0.07], [0.34, 0.29, 0.07], [-0.84, -0.41, 0.02], [1.49, -0.45, 0.88], [0.96, 0.30, -0.11], [0.12, 0.08, -0.06], [0.02, 0.23, 0.18], [0.25, -0.09, -0.28], [-0.28, -0.14, 0.04], [-0.01, 0.05, -0.04], [0.00, 0.10, 0.00], [0.03, 0.03, -0.02], [0.01, 0.04, 0.11], [-0.02, -0.01, 0.06], [0.02, 0.05, -0.10], [0.01, 0.01, -0.01], [0.00, -0.05, 0.00], [0.05, 0.05, 0.01], [0.02, 0.00, 0.00], [0.05, 0.04, 0.00], [-0.04, -0.06, 0.05], [-0.03, -0.03, 0.01], [0.01, -0.01, 0.00], [0.04, -0.01, 0.06], [0.41, 0.16, -3.25], [-0.06, 0.04, 0.76], [-0.03, 0.00, -0.01], [0.18, 0.20, -0.08], [-0.10, 0.05, 0.03], [0.03, -0.01, -0.10], [0.09, 0.02, 0.02], [-0.12, -0.22, -0.08], [-0.01, 0.02, 0.04], [-0.01, -0.02, -0.02], [-0.02, -0.01, 0.00], [0.02, 0.02, -0.02], [-0.02, -0.02, 0.02]],
  "mulliken_charge": [-1.05, -0.73, -0.06, -1.16, 0.07, -0.59, -0.03, 1.82, 0.91, -0.21, -0.91, -0.70, -1.03, -0.74, 1.18, -0.99, -0.79, -0.68, -0.86, -0.52, 2.04, 0.67, -0.51, -0.77, -0.72, -0.72, -0.52, 1.19, -0.54, -0.91, -0.77, -0.87, -0.92, 0.37, 0.26, 0.14, 0.60, 0.38, 0.31, -0.02, 0.00, 0.48, 0.46, 0.53, 0.44, 0.48, 0.61, 0.44, 0.51, 0.45, 0.49, 0.46, 0.61, 0.47, 0.43, 0.49, 0.19, 0.58, 0.48, 0.47, 0.51, 0.24, -1.50, 0.79, -0.80, -0.53, -0.94, 0.71, 0.15, 0.29, 0.04, -1.25, -1.06, -0.65, 0.37, 0.09, 0.47, 0.49, 0.51, 0.37, 0.38, 0.41, 0.34, 0.40, 0.25, 0.40, 0.02, 0.62, 0.08, -0.59, 0.63, 0.24, -0.52, -0.59, -0.44, -0.70, -0.16, 0.47, 0.42, 0.42, 0.43, 0.50]
}


2.
{
  "formula": "C10H5N4O8S",
  "method": "ωB97M-V with the def2-TZVPD basis set",
  "charge": -1,
  "gap_ev": 5.269,
  "total_energy_ha": -1602.7547,
  "multiplicity": 1,
  "species": ["O", "C", "N", "C", "C", "C", "C", "O", "N", "O", "C", "C", "C", "C", "O", "N", "S", "C", "O", "H", "H", "H", "H", "H", "N", "O", "O", "O"],
  "positions_angstrom": [[2.83718, -3.47674, -1.97176], [2.63719, -2.36175, -2.52726], [2.36069, -1.17609, -3.06274], [1.25734, -0.66105, -2.18160], [-0.28158, -0.84782, -2.54244], [-1.33563, -0.30397, -1.51148], [-2.90830, -0.53927, -1.87012], [-3.56906, -1.12214, -0.70517], [-2.94910, -2.28745, -0.35161], [-2.60175, -2.23516, 0.79889], [-0.96749, 0.41208, -0.15264], [0.55549, 0.59342, 0.15987], [1.64238, 0.06148, -0.84695], [3.05336, 0.42199, -0.18278], [4.19471, 0.11573, -0.63971], [2.80699, 1.20799, 1.07535], [3.08834, 2.95061, 0.91117], [1.33189, 1.23582, 1.40167], [0.73230, 1.64751, 2.43349], [-0.53492, -1.38774, -3.52979], [-2.96382, -1.23646, -2.78373], [-3.33657, 0.50935, -2.10236], [-1.72633, 0.78924, 0.61736], [2.83916, 3.47313, 2.19880], [-1.52086, 1.03618, 4.32929], [-2.63182, 0.50813, 4.52653], [-1.00643, 1.00601, 3.18909], [-0.92150, 1.59530, 5.26582]],
  "forces_ev_per_angstrom": [[-0.97, 7.21, -3.94], [-0.29, -1.80, 1.58], [-0.17, -5.07, 3.27], [-2.57, 1.52, 2.73], [2.01, 1.86, 3.60], [2.29, 0.21, 0.31], [2.01, 0.41, -0.36], [-0.29, 2.21, -1.13], [1.74, -0.79, 2.81], [-1.17, -0.49, -2.57], [3.40, -1.09, -2.16], [-0.33, -1.79, -3.44], [-3.07, 0.13, 0.58], [1.79, -0.69, -1.96], [-4.74, 1.52, 2.14], [-1.84, -0.23, -0.24], [0.80, 0.76, 0.31], [-3.62, -0.24, 1.75], [6.16, -0.36, -6.23], [0.28, 1.03, 1.93], [-0.06, 1.06, 1.36], [0.21, -2.04, 0.63], [1.12, -0.80, -1.27], [0.22, -1.33, -1.12], [-0.53, -0.27, 0.24], [-0.20, -0.04, 0.04], [-2.34, -0.96, 1.12], [0.16, 0.08, 0.01]],
  "mulliken_charge": [-0.49, 0.77, -0.60, 0.16, -0.76, 0.69, -0.34, -0.13, 0.10, -0.23, -0.45, 0.31, 0.37, 0.18, -0.56, -0.11, -0.18, 0.26, -0.38, 0.22, 0.29, 0.31, 0.38, 0.20, 0.88, -0.67, -0.54, -0.67]
}


3.
{
  "formula": "C26H48ClLuO3PS",
  "method": "ωB97M-V with the def2-TZVPD basis set",
  "charge": -1,
  "gap_ev": 4.390,
  "total_energy_ha": -3680.5910,
  "multiplicity": 1,
  "species": ["Lu", "Cl", "P", "C", "H", "H", "C", "C", "C", "H", "C", "H", "H", "C", "H", "H", "C", "H", "H", "C", "H", "H", "H", "H", "C", "C", "H", "C", "H", "H", "C", "H", "H", "C", "H", "H", "C", "H", "H", "H", "H", "C", "H", "C", "H", "H", "C", "H", "H", "C", "H", "H", "C", "H", "H", "H", "H", "C", "C", "H", "C", "H", "C", "H", "H", "C", "H", "H", "C", "H", "H", "H", "H", "C", "S", "O", "O", "O", "H", "H", "H"],
  "positions_angstrom": [[-1.43484, -0.77224, 2.36558], [0.69821, -2.05910, 2.64006], [0.08608, -0.47934, -0.51466], [-2.63311, -2.47080, 1.97086], [-3.72111, -2.55429, 1.96739], [-2.15534, -3.44721, 1.75079], [0.03245, 1.24149, -1.26989], [-0.69649, -1.65499, -1.74984], [-1.41775, 1.68029, -1.51187], [0.43916, 1.83586, -0.43107], [-1.48203, 3.19929, -1.66632], [-1.80475, 1.19437, -2.42034], [-2.07036, 1.38710, -0.68092], [-0.56461, 3.71242, -2.78157], [-2.52108, 3.49093, -1.86222], [-1.18875, 3.65039, -0.70722], [0.84665, 3.10487, -2.74949], [-1.03230, 3.49084, -3.75069], [-0.48971, 4.80426, -2.70985], [0.86998, 1.58383, -2.50934], [1.35987, 3.32517, -3.69403], [1.42479, 3.58659, -1.94829], [0.46144, 1.07672, -3.39405], [1.90993, 1.24001, -2.41720], [1.92728, -0.90696, -0.45671], [-0.52736, -1.25776, -3.21877], [-0.14851, -2.60235, -1.58614], [-1.13656, -2.32070, -4.13544], [-1.03860, -0.30096, -3.39622], [0.53363, -1.11296, -3.47640], [-2.61795, -2.53441, -3.81986], [-1.00636, -2.01383, -5.17893], [-0.58786, -3.26213, -4.00225], [-2.85423, -2.86073, -2.34151], [-3.17584, -1.62814, -4.09045], [-3.00906, -3.34303, -4.44560], [-2.17337, -1.87591, -1.38148], [-3.92913, -2.87388, -2.13368], [-2.47460, -3.87193, -2.14056], [-2.70679, -0.91119, -1.40490], [-2.26220, -2.23955, -0.34189], [2.77841, 0.25461, 0.07435], [1.89540, -1.67401, 0.34097], [4.20480, -0.21459, 0.39562], [2.82458, 1.06582, -0.66812], [2.31866, 0.67959, 0.97964], [4.87217, -0.97519, -0.76004], [4.81806, 0.65222, 0.67641], [4.15258, -0.87599, 1.27411], [3.96236, -2.04855, -1.36754], [5.16553, -0.26109, -1.54037], [5.79633, -1.44151, -0.39824], [2.56399, -1.51978, -1.70949], [4.42443, -2.47523, -2.26499], [3.84320, -2.86121, -0.63932], [2.64902, -0.75463, -2.49730], [1.94877, -2.33472, -2.11466], [1.34380, 1.67944, 2.99704], [0.10358, 1.51492, 3.32260], [1.61594, 2.21522, 2.07876], [-0.31715, 0.89444, 4.65454], [-0.71507, 1.98349, 2.75060], [0.85540, 0.69460, 5.64112], [-1.08531, 1.51296, 5.14555], [-0.78618, -0.11255, 4.55711], [2.13643, 0.25779, 4.93879], [1.03322, 1.63544, 6.17170], [0.58462, -0.03992, 6.40878], [2.52361, 1.24335, 3.82337], [2.94601, 0.14614, 5.67394], [1.96473, -0.72367, 4.47763], [3.00939, 2.11676, 4.29043], [3.29441, 0.78243, 3.18998], [-5.08758, 0.15207, 1.70721], [-3.64014, 1.07221, 2.21754], [-3.91914, 2.47217, 2.39113], [-3.09092, 0.34477, 3.43179], [-2.60498, 0.74598, 1.14493], [-5.89995, 0.42522, 2.38526], [-4.86789, -0.92210, 1.76149], [-5.34396, 0.44307, 0.68269]],
  "forces_ev_per_angstrom": [[0.14, -1.22, -1.06], [0.66, -0.13, 0.24], [0.03, 0.30, 0.17], [0.42, 0.04, 0.15], [-0.26, -0.29, -0.07], [-0.28, 0.18, 0.16], [0.11, -0.51, -0.01], [0.42, 0.19, 0.23], [-0.13, 0.18, 0.21], [-0.17, 0.01, -0.13], [0.07, -0.08, -0.01], [0.08, 0.15, 0.16], [0.29, 0.01, -0.33], [-0.09, -0.06, -0.06], [0.16, 0.13, 0.05], [-0.08, -0.04, -0.12], [0.10, -0.07, 0.12], [0.07, -0.03, 0.07], [0.00, -0.09, -0.13], [-0.05, 0.14, -0.25], [-0.01, 0.08, 0.14], [-0.05, -0.03, -0.07], [0.06, 0.17, 0.23], [-0.30, 0.16, -0.01], [-0.71, -0.23, 0.02], [0.07, -0.17, -0.14], [-0.21, 0.14, 0.00], [-0.04, 0.14, 0.08], [0.10, -0.30, -0.02], [-0.32, -0.02, 0.11], [0.01, -0.04, -0.01], [-0.04, -0.10, 0.00], [-0.05, 0.03, -0.01], [0.19, 0.09, -0.01], [0.06, -0.01, 0.04], [-0.06, 0.04, -0.01], [-0.04, -0.06, -0.27], [0.08, -0.09, 0.02], [-0.03, 0.08, 0.02], [0.12, -0.13, -0.04], [0.00, 0.21, -0.21], [0.00, 0.03, 0.01], [0.19, 0.15, -0.27], [-0.12, -0.17, 0.16], [0.00, -0.15, 0.13], [0.15, -0.27, -0.34], [-0.10, 0.13, -0.02], [-0.03, -0.16, 0.01], [0.01, 0.11, -0.14], [-0.11, -0.05, 0.09], [-0.07, -0.03, 0.00], [-0.06, 0.08, -0.08], [0.16, 0.17, 0.06], [0.04, 0.00, 0.11], [0.04, 0.02, -0.09], [-0.02, -0.17, 0.09], [0.14, 0.17, 0.12], [2.58, 0.69, -0.86], [-2.78, 0.09, 1.45], [-0.32, -0.09, 0.29], [0.18, -0.44, 0.47], [0.48, -0.35, -0.01], [-0.02, 0.19, -0.11], [0.13, -0.18, -0.40], [0.14, 0.50, 0.02], [-0.10, -0.26, -0.29], [0.02, 0.09, -0.04], [-0.06, 0.10, -0.16], [0.22, -0.39, 0.58], [-0.09, 0.09, -0.22], [0.05, 0.18, 0.14], [-0.19, 0.03, -0.28], [-0.20, 0.10, -0.02], [-0.16, 0.34, 0.19], [1.88, -1.81, -0.25], [-0.22, -0.39, -0.05], [-1.12, 1.44, -0.76], [-1.44, 1.10, 1.05], [0.09, -0.07, -0.07], [0.21, 0.39, 0.01], [0.16, 0.02, 0.24]],
  "mulliken_charge": [0.64, -0.61, -0.36, -1.21, 0.09, 0.28, 0.47, 0.06, -0.08, 0.40, -0.82, 0.31, -0.66, -0.77, 0.39, 0.36, -1.02, 0.30, 0.41, -0.35, 0.40, 0.38, 0.28, 0.02, 0.54, -0.52, 0.81, -1.17, 0.04, 0.16, -0.71, 0.41, 0.38, -0.87, 0.30, 0.41, 0.34, 0.39, 0.36, 0.15, -0.40, 0.88, 0.64, -0.75, 0.22, -1.60, -0.88, 0.40, 0.39, -0.92, 0.33, 0.38, -0.44, 0.40, 0.38, 0.15, 0.25, 0.25, -0.99, 0.60, -0.12, 0.61, -1.11, 0.23, 0.15, -0.57, 0.37, 0.41, -0.43, 0.40, 0.15, 0.35, 0.00, -0.69, 1.22, -0.69, -0.71, -0.54, 0.38, 0.06, 0.29]
}